Entry from OMol25: an isolated molecule of C2HN3O2 in a non-equilibrium geometry (ωB97M-V/def2-TZVPD).

Geometry (Å):
O1 2.1550 -0.2277 0.1688
C1 0.9650 -0.3211 -0.0337
C2 0.1442 0.9328 -0.0386
N1 -1.1495 0.8974 -0.0195
O2 -1.7345 -0.3349 0.2293
N2 -1.0395 -1.4259 -0.0585
N3 0.2729 -1.4670 -0.0554
H1 0.3864 1.9464 -0.1924

Summary:
- frontier orbital gap (hartree) = 0.3298
- total charge = 0
- calculated total energy (eV) = -10650.1893
- SMILES string = O=c1cnonn1
- M (g mol⁻¹) = 99.05